This record from OMol25 describes the molecule C13H18N2O4 in a non-equilibrium geometry. The level of theory is ωB97M-V/def2-TZVPD.

```
37
Properties=species:S:1:pos:R:3:lowdin_charge:R:1
O -3.50 2.60 0.06 0.13
O -3.55 -1.67 -0.01 -0.03
O -1.38 2.36 -0.59 0.14
O -0.60 -0.30 1.48 0.06
N 0.93 -1.47 -1.50 0.04
N -1.33 -0.45 -0.72 0.13
C -3.57 -0.33 0.41 -0.45
C -2.59 1.90 -0.28 -0.44
C 3.35 2.03 0.67 -0.05
C 4.62 0.49 -0.68 -0.13
C 4.44 1.79 -0.22 -0.10
C 0.77 -1.65 -0.04 -0.25
C 1.93 -1.49 0.98 -0.12
C 3.96 -0.61 -0.24 -0.06
C -2.60 0.34 -0.52 -0.14
C -5.00 0.02 0.33 -0.05
C 2.57 0.89 1.06 -0.05
C 2.86 -0.36 0.61 -0.28
C -0.53 -0.67 0.32 -0.42
H -1.27 3.28 -0.45 0.11
H -3.30 -0.11 1.49 0.17
H 5.17 2.55 -0.53 0.10
H 0.41 -2.72 0.04 0.15
H 4.09 -1.67 -0.67 0.14
H -1.14 -0.70 -1.66 0.12
H 2.46 -2.50 1.12 0.14
H -3.16 0.12 -1.44 0.16
H 5.44 0.43 -1.39 0.10
H 1.53 -1.23 1.94 0.10
H -5.56 -0.79 0.86 0.10
H -2.87 -2.28 0.30 0.10
H 1.41 -2.26 -1.84 0.05
H 3.03 3.15 0.79 0.13
H 1.92 0.97 1.90 0.10
H -5.29 1.00 0.65 0.06
H -5.33 0.05 -0.79 0.12
H 1.66 -0.71 -1.45 0.10
```

Properties
ΔE to the lowest compared entry with this formula, charge and spin = 259.3 kJ/mol
SMILES = C[C@@H](O)[C@H](NC(=O)[C@@H](N)Cc1ccccc1)C(=O)O
E_tot = -24942.1630 eV

---

This record from OMol25 describes the molecule C13H18N2O5 in a non-equilibrium geometry. The level of theory is ωB97M-V/def2-TZVPD.

```
38
Properties=species:S:1:pos:R:3:lowdin_charge:R:1
O -3.63 -1.66 2.08 0.05
O 2.39 2.23 -1.66 0.07
O -0.41 -1.24 -3.18 -0.05
O 1.54 -2.47 -2.28 0.09
O 2.08 -2.03 -0.17 0.08
N 3.41 1.73 0.99 0.02
N 0.92 0.51 -1.56 0.10
C -0.99 -0.96 -1.97 -0.37
C -0.19 0.75 1.99 -0.22
C -1.21 -1.32 2.61 0.02
C -0.04 -0.47 2.57 -0.04
C -2.54 0.25 1.46 -0.05
C 1.83 1.38 -1.00 -0.39
C 0.21 -0.72 -1.02 -0.13
C -1.43 1.09 1.35 -0.06
C -1.43 0.46 -2.05 -0.03
C -2.49 -0.96 2.05 -0.36
C 2.14 1.14 0.53 -0.27
C 1.06 1.63 1.58 -0.07
C 1.33 -1.74 -1.11 -0.39
H 3.30 2.78 1.07 0.10
H -1.48 -1.80 -1.55 0.16
H -1.51 1.87 0.67 0.08
H -3.46 0.72 1.16 0.12
H 0.84 0.47 -2.53 0.10
H 0.89 -0.83 2.95 0.12
H -1.14 -1.56 -3.84 0.19
H -1.70 0.85 -1.00 0.10
H 0.90 -2.17 -2.93 0.05
H 4.19 1.72 0.29 0.10
H 2.20 0.14 0.75 0.08
H 1.71 1.77 2.46 0.11
H -2.34 0.36 -2.58 0.07
H -0.70 1.04 -2.66 0.12
H -0.20 -0.58 -0.06 0.10
H 0.45 2.56 1.46 0.12
H -1.14 -2.31 3.12 0.12
H -3.36 -2.62 1.99 0.15
```

Properties
ΔE to the lowest compared entry with this formula, charge and spin = 397.9 kJ/mol
SMILES = C[C@@H](O)[C@H](NC(=O)[C@@H](N)Cc1ccc(O)cc1)C(=O)O
E_tot = -26988.1003 eV

---

This record from OMol25 describes a structure of composition C13H18NO6P2PbSTe in a non-equilibrium geometry. The level of theory is ωB97M-V/def2-TZVPD.

```
43
Properties=species:S:1:pos:R:3:lowdin_charge:R:1
Pb 1.33 -1.52 -0.26 0.98
Te 4.26 -1.36 -1.01 0.59
S 5.64 -1.23 2.04 0.88
P -3.28 -1.32 -0.93 0.30
P -1.06 -0.33 -2.87 0.27
O 0.12 -0.24 -1.86 -0.56
O -4.46 -1.83 -1.89 -0.12
O -2.22 -2.38 -0.85 -0.35
O -0.95 0.50 -4.07 -0.29
O -1.32 -1.84 -3.20 -0.15
O -3.87 -0.70 0.29 -0.32
N -2.13 0.98 -0.65 0.14
C -3.57 0.93 -2.64 -0.12
C -0.98 2.51 1.98 -0.12
C 4.59 -2.03 0.98 -1.10
C 5.30 -2.31 3.35 -0.44
C 1.03 1.43 1.19 -0.33
C -0.92 3.49 1.00 -0.12
C -2.56 0.13 -1.87 -0.47
C 1.97 0.26 1.22 -0.34
C 4.47 -3.31 2.96 -0.20
C 1.01 2.42 0.18 -0.09
C 0.07 3.34 0.03 -0.13
C -0.02 1.53 2.08 -0.09
C 4.12 -3.18 1.57 -0.28
H 3.51 -3.84 0.99 0.07
H -2.72 0.59 0.16 0.11
H 2.97 0.52 0.89 -0.02
H 1.93 -0.14 2.22 0.03
H 1.76 2.26 -0.57 0.12
H -1.59 -2.32 -2.40 -0.01
H 0.24 4.05 -0.77 0.11
H -4.31 -2.74 -2.08 0.06
H -4.51 1.07 -2.11 0.07
H -3.22 1.93 -2.98 0.09
H -2.24 2.01 -0.75 0.14
H -1.56 4.32 1.12 0.08
H -0.16 0.78 2.86 0.12
H 4.11 -4.04 3.70 0.10
H -3.83 0.42 -3.65 0.12
H -1.12 0.86 -0.39 0.11
H 5.91 -2.18 4.24 0.05
H -1.74 2.52 2.75 0.10
```

Properties
net charge = -1
ΔE to the lowest compared entry with this formula, charge and spin = 42.0 kJ/mol
E_tot = -69509.6575 eV

---

This record from OMol25 describes a structure of composition C13H19AsN2O2PtS in a non-equilibrium geometry. The level of theory is ωB97M-V/def2-TZVPD.

```
39
Properties=species:S:1:pos:R:3:lowdin_charge:R:1
Pt 0.86 1.30 0.10 0.84
As -1.34 0.46 0.55 1.04
S 0.96 5.74 0.23 0.60
O 1.04 0.14 2.06 -0.22
O 1.86 0.20 4.10 0.06
N 1.47 3.14 -0.56 -0.20
N 3.19 0.73 -0.10 -0.06
C -1.41 -1.88 -1.06 -0.33
C -2.90 0.99 -0.50 -0.25
C -2.42 -2.95 -2.97 -0.08
C -0.33 -1.80 -3.22 -0.08
C 1.21 4.23 -0.18 -1.03
C -1.36 -2.55 -3.76 -0.09
C -2.45 -2.61 -1.63 -0.05
C -0.36 -1.47 -1.88 -0.08
C 3.19 1.14 2.33 -0.11
C 3.79 0.33 1.18 -0.25
C -1.99 0.75 2.35 -0.26
C 1.93 0.44 2.91 -0.68
C -1.44 -1.50 0.39 -0.27
H -0.58 -1.91 0.92 0.09
H -2.76 0.75 -1.55 0.03
H 0.45 -0.87 -1.44 0.07
H -1.24 0.40 3.07 0.03
H -2.92 0.20 2.51 0.04
H 0.48 -1.47 -3.84 0.10
H -3.04 2.07 -0.41 0.03
H 2.90 2.13 1.96 0.10
H 3.42 0.06 -0.83 0.09
H -3.79 0.48 -0.14 0.04
H -2.35 -1.85 0.87 0.09
H 3.60 -0.74 1.34 0.12
H 3.57 1.63 -0.38 0.07
H -3.24 -3.52 -3.40 0.10
H -3.28 -2.92 -1.01 0.11
H 3.91 1.26 3.14 0.11
H -2.17 1.81 2.52 0.04
H -1.34 -2.82 -4.81 0.10
H 4.88 0.47 1.15 0.12
```

Properties
ΔE to the lowest compared entry with this formula, charge and spin = 197.2 kJ/mol
E_tot = -95784.3069 eV

---

This record from OMol25 describes a structure of composition C13H19BrHgOSi in a non-equilibrium geometry. The level of theory is ωB97M-V/def2-TZVPD.

```
36
Properties=species:S:1:pos:R:3:lowdin_charge:R:1
Hg 1.42 0.22 -1.31 0.96
Br 2.18 -2.30 -1.35 -0.16
Si 0.93 0.42 2.97 0.21
O 1.24 0.67 1.41 -0.51
C 1.28 1.44 -3.54 -0.25
C 0.86 -0.73 -4.24 -0.19
C 2.19 -0.70 -3.75 -0.38
C -3.62 -0.57 0.50 -0.23
C 2.48 0.65 -3.29 -0.35
C -2.26 0.43 -1.07 -0.23
C 0.32 0.58 -4.15 -0.19
C 2.29 0.66 4.33 -0.23
C -3.16 0.70 0.01 -0.22
C -2.16 -0.99 -1.23 -0.23
C -2.99 -1.61 -0.25 -0.22
C 0.45 -1.42 3.32 -0.20
C -0.47 1.49 3.76 -0.21
H 2.92 -1.51 -3.84 0.04
H -0.65 0.89 -4.54 0.08
H -0.53 1.39 4.85 0.00
H 1.89 0.49 5.35 0.00
H -0.50 -1.67 2.82 0.01
H 0.36 -1.68 4.38 0.00
H -1.53 -1.52 -1.93 0.04
H -0.31 2.56 3.55 0.00
H 2.72 1.68 4.32 0.00
H 0.38 -1.59 -4.71 0.09
H -3.12 -2.70 -0.14 0.05
H -4.29 -0.73 1.33 0.04
H 1.23 2.53 -3.49 0.08
H -3.44 1.69 0.38 0.05
H 3.13 -0.04 4.20 0.00
H -1.75 1.21 -1.65 0.04
H 1.23 -2.07 2.88 0.01
H -1.46 1.23 3.35 0.01
H 3.47 1.04 -3.04 0.08
```

Properties
net charge = -2
E_tot = -97930.8253 eV

---

This record from OMol25 describes a cluster of 3 separate species, C13H19Cl2F2NO9S3 in total. The level of theory is ωB97M-V/def2-TZVPD.

```
49
Properties=species:S:1:pos:R:3:lowdin_charge:R:1
Cl 4.54 0.25 -1.01 0.78
Cl 0.70 -0.17 0.78 0.78
S -2.06 -1.15 -3.33 0.66
S -0.76 2.17 3.27 0.63
S 2.27 -2.14 -2.14 1.02
F 5.12 -5.09 -1.32 0.20
F 1.25 -4.09 0.41 0.17
O -3.37 -1.34 -2.76 -0.32
O -0.79 2.37 1.84 -0.36
O 0.48 2.02 3.98 -0.33
O 2.14 -0.53 -1.69 -0.35
O 2.79 -5.64 0.81 0.22
O 3.28 -2.19 -3.15 -0.35
O 2.99 -2.61 -0.68 -0.30
O -1.11 -2.23 -3.38 -0.34
O 5.20 -3.67 0.36 0.25
N 3.18 -4.01 -0.77 0.03
C 2.44 -4.66 0.25 -0.48
C 3.05 0.73 1.75 -0.10
C -2.25 -0.45 -4.97 -0.23
C -3.15 2.89 4.06 -0.22
C -3.00 1.42 4.50 -0.21
C 4.60 -4.22 -0.48 -0.48
C -1.74 3.46 4.03 -0.23
C -1.14 1.33 -3.70 -0.21
C 2.37 0.19 0.56 -0.70
C -1.86 0.81 3.68 -0.22
C 2.90 -0.05 -0.64 -0.84
C -1.30 0.29 -2.58 -0.22
C -2.25 1.06 -4.72 -0.22
H 2.59 1.68 2.02 0.08
H -3.93 0.86 4.37 0.11
H -1.97 0.64 -1.79 0.11
H -1.38 -0.75 -5.55 0.11
H -1.30 0.06 4.24 0.10
H -2.22 0.38 2.75 0.10
H -3.79 3.45 4.73 0.11
H -3.22 1.36 -4.32 0.12
H -1.19 2.34 -3.30 0.11
H -1.65 4.37 3.44 0.11
H -0.17 1.21 -4.18 0.12
H 2.91 0.06 2.60 0.09
H -2.75 1.39 5.56 0.12
H -1.35 3.62 5.03 0.11
H 4.10 0.89 1.58 0.06
H -3.16 -0.83 -5.41 0.11
H -3.59 2.93 3.06 0.12
H -2.09 1.61 -5.65 0.11
H -0.34 0.00 -2.14 0.06
```

Properties
ΔE to the lowest compared entry with this formula, charge and spin = 0.0 kJ/mol
E_tot = -96688.9339 eV

---

This record from OMol25 describes a structure of composition C13H19CoN2S in a non-equilibrium geometry. The level of theory is ωB97M-V/def2-TZVPD.

```
36
Properties=species:S:1:pos:R:3:lowdin_spin:R:1
Co -0.18 0.09 -2.93 1.66
S -0.83 -0.42 -0.15 0.17
N 0.39 -0.42 -1.31 0.07
N 0.91 -1.30 -3.82 0.06
C -0.25 3.48 2.18 0.05
C -1.23 1.73 -2.70 0.01
C 1.29 -1.42 1.45 0.13
C -1.44 2.76 2.22 0.01
C -1.60 1.60 1.47 0.04
C 0.96 -3.31 2.92 0.15
C 0.79 3.02 1.38 0.00
C -0.37 -3.42 2.52 0.05
C 0.66 1.86 0.62 0.05
C -0.53 1.13 0.68 0.06
C -0.05 -1.53 1.04 0.14
C 1.80 -2.33 2.38 0.02
C -0.89 -2.53 1.57 0.08
H -2.09 1.46 -2.10 0.01
H 1.72 3.57 1.33 0.00
H 1.94 -0.64 1.04 0.01
H -0.11 4.38 2.75 0.00
H -0.51 2.37 -2.22 0.00
H -0.32 0.45 -4.42 0.03
H -1.54 2.12 -3.67 0.01
H 1.49 1.55 -0.01 0.01
H -1.92 -2.65 1.26 0.00
H -2.25 3.14 2.84 0.00
H 2.85 -2.24 2.66 0.00
H 1.38 -3.99 3.65 0.01
H -1.16 0.14 -4.18 0.00
H 0.88 -2.17 -3.29 0.03
H 1.89 -1.03 -3.89 0.05
H -1.01 -4.20 2.95 0.00
H 0.62 -1.53 -4.77 0.09
H 1.28 -0.81 -0.97 0.01
H -2.56 1.08 1.54 0.00
```

Properties
net charge = -1
multiplicity = 4
E_tot = -65225.4398 eV

---

This record from OMol25 describes a structure of composition C13H19F3ILuN4O in a non-equilibrium geometry. The level of theory is ωB97M-V/def2-TZVPD.

```
42
Properties=species:S:1:pos:R:3:lowdin_charge:R:1
Lu -0.74 0.63 -1.60 0.96
I -3.43 0.53 -1.89 -0.06
F 2.41 -0.01 -1.17 -0.05
F 1.99 -0.17 -3.29 -0.06
F 2.31 1.80 -2.36 -0.05
O -1.72 -0.54 1.43 -0.24
N 0.97 1.00 1.74 -0.09
N 0.27 -2.42 0.34 -0.10
N 0.00 -1.58 -1.66 -0.23
N 0.36 2.08 -0.06 -0.21
C -0.92 -1.57 -2.83 -0.18
C -3.32 1.36 1.15 -0.23
C 0.93 -2.65 -1.75 -0.10
C -0.90 -0.21 0.54 -0.61
C 1.90 1.99 1.54 -0.08
C 1.53 2.70 0.47 -0.09
C -0.36 -1.42 -0.31 -0.24
C 1.06 0.17 2.91 -0.04
C 0.04 0.99 0.76 -0.24
C 0.18 -2.78 1.72 -0.06
C 1.13 -3.09 -0.50 -0.07
C 1.64 0.60 -2.19 -0.54
C -0.64 3.04 -0.56 -0.10
H 1.15 -2.57 2.22 0.07
H -0.64 -2.21 2.16 0.07
H 1.33 -2.96 -2.68 0.09
H -1.07 -0.58 -3.32 -0.01
H -1.25 3.41 0.27 0.08
H -0.08 3.87 -1.00 0.09
H 1.19 0.79 3.81 0.08
H -1.34 2.66 -1.35 -0.01
H 0.14 -0.39 3.02 0.07
H -0.04 -3.86 1.80 0.08
H 1.84 -3.82 -0.12 0.11
H -1.89 -2.01 -2.56 0.05
H -4.40 1.15 1.20 -0.13
H -0.46 -2.24 -3.57 0.08
H 1.91 -0.51 2.85 0.07
H -3.07 2.39 0.86 -0.17
H 1.94 3.62 0.08 0.10
H -2.69 0.74 1.75 -0.12
H 2.78 2.09 2.16 0.11
```

Properties
net charge = -2
E_tot = -71658.9006 eV

---

> Which of these has the lowest E_tot?

C13H19BrHgOSi

---

> Which of these has the lowest E_tot?

C13H19BrHgOSi

---

> Number 6 is which compound?

C13H19Cl2F2NO9S3

---

> Which value of E_tot does entry 1 give?

-24942.1630 eV